The following is a quantum chemistry calculation of a molecular structure, C2H21HgO9V at a distorted geometry, from OMol25.

Values from the calculation:
- electronic energy (Ha) = -1862.033378
- energy above the lowest of the compared OMol25 structures with the same formula, charge and spin (kJ/mol) = 145.88
- HOMO energy (spin up / spin down) (eV) = -19.64 / -19.65
- net charge = +3
- 2S+1 = 4
- LUMO energy (spin up / spin down) (eV) = -15.975 / -14.630

Geometry as XYZ:
```
34
Properties=species:S:1:pos:R:3:lowdin_charge:R:1
H -0.06 0.14 -1.66 0.091
O -1.91 4.32 1.04 -0.008
H 3.56 -0.27 -1.61 0.056
H -2.91 0.83 -1.16 0.044
H 3.86 1.91 2.90 0.071
Hg -1.64 0.33 3.25 1.215
H 2.45 1.97 2.34 0.030
H 2.75 -0.75 -2.80 0.069
O 3.35 -1.06 -2.12 0.000
H 2.90 -0.48 1.16 0.070
H 0.77 1.62 -1.84 0.129
O 2.38 -1.28 1.25 -0.031
O 1.22 -2.51 -0.79 -0.040
C -0.28 1.23 0.07 -0.310
C 0.58 0.83 -1.11 -0.019
H -2.57 -1.68 1.54 0.029
H -3.46 -0.56 -0.94 0.047
H -0.95 4.39 1.03 0.035
O -3.12 0.02 -1.62 -0.004
H -2.37 -1.39 -2.42 -0.030
O -0.61 0.22 1.01 -0.342
H 1.51 0.46 -0.69 0.059
H 1.94 -2.13 -1.31 0.045
H 3.02 -1.99 1.22 0.117
V 0.28 -1.92 1.08 1.388
H -3.86 -1.56 2.32 0.114
H -2.07 3.38 1.13 -0.011
H 0.71 -3.01 -1.43 0.111
O 3.29 1.51 2.24 -0.030
H 0.04 2.13 0.60 0.128
H -2.22 -2.78 -1.84 -0.001
H -1.22 1.54 -0.39 0.119
O -3.00 -1.15 2.21 -0.126
O -2.38 -2.32 -2.66 -0.017
```